The following is a quantum chemistry calculation of a 9-piece molecular cluster, C29H82N8O9 overall at a distorted geometry, from OMol25.

Output
Gap between HOMO and LUMO   9.258 eV
LUMO   0.534 eV

```
! wB97M-V def2-TZVPD RIJCOSX def2/J DEFGRID3
* xyz 0 1
C -1.298 1.846 -4.334
O 0.001 2.260 -4.450
C 0.269 3.638 -4.289
C 1.559 3.790 -3.435
C 1.281 3.264 -1.963
N 2.079 5.142 -3.315
H -1.978 2.218 -5.107
H -1.714 2.074 -3.327
H -1.334 0.731 -4.339
H 0.354 4.182 -5.266
H -0.599 4.177 -3.786
H 2.294 3.231 -3.994
H 0.792 2.298 -2.135
H 0.665 3.967 -1.469
H 2.243 3.089 -1.498
H 1.700 5.748 -2.610
H 2.202 5.690 -4.101
C -1.744 4.978 2.993
O -1.148 3.724 3.001
C 0.117 3.596 3.575
C 0.821 2.367 3.049
C 2.298 2.447 3.423
N 0.681 2.179 1.582
H -2.799 4.889 3.104
H -1.696 5.526 2.061
H -1.314 5.593 3.763
H 0.686 4.548 3.334
H 0.015 3.572 4.607
H 0.359 1.495 3.474
H 2.826 3.237 2.920
H 2.853 1.438 3.231
H 2.317 2.521 4.560
H -0.292 2.369 1.345
H 1.269 2.914 1.151
C -3.241 1.803 5.897
O -3.431 1.863 4.443
C -2.911 0.644 3.779
C -3.537 0.434 2.418
C -5.006 0.002 2.725
N -2.806 -0.597 1.686
H -2.188 1.999 6.186
H -3.352 0.822 6.297
H -3.998 2.510 6.312
H -1.859 0.967 3.655
H -3.015 -0.303 4.402
H -3.611 1.335 1.811
H -5.084 -0.998 3.236
H -5.622 -0.019 1.811
H -5.471 0.740 3.419
H -1.969 -0.236 1.191
H -3.371 -0.852 0.856
C 0.799 -5.995 3.762
O 1.073 -4.835 3.000
C 0.730 -3.544 3.595
C 1.049 -2.550 2.547
C 2.585 -2.339 2.457
N 0.355 -1.270 2.758
H 1.011 -5.834 4.824
H 1.536 -6.715 3.383
H -0.215 -6.406 3.589
H -0.349 -3.484 3.907
H 1.335 -3.278 4.467
H 0.651 -3.008 1.619
H 3.052 -3.275 2.395
H 2.973 -1.776 3.350
H 2.821 -1.694 1.616
H -0.619 -1.391 2.996
H 0.675 -0.907 3.654
C 6.563 -1.505 1.511
O 6.777 -1.318 0.139
C 5.521 -1.526 -0.497
C 5.465 -0.893 -1.830
C 5.442 0.599 -1.795
N 4.245 -1.369 -2.478
H 7.589 -1.439 1.931
H 6.189 -2.474 1.683
H 5.858 -0.801 1.898
H 5.368 -2.617 -0.573
H 4.693 -1.089 0.083
H 6.331 -1.181 -2.435
H 6.340 1.030 -1.325
H 4.682 1.007 -1.092
H 5.385 0.952 -2.866
H 4.251 -1.055 -3.460
H 4.237 -2.390 -2.534
C -2.054 -4.227 1.075
O -3.293 -4.264 0.467
C -3.175 -3.621 -0.797
C -4.522 -3.668 -1.424
C -4.582 -3.318 -2.881
N -5.450 -2.676 -0.764
H -2.144 -5.007 1.873
H -1.778 -3.307 1.520
H -1.321 -4.565 0.319
H -3.002 -2.514 -0.616
H -2.394 -4.110 -1.392
H -4.988 -4.655 -1.204
H -3.852 -3.927 -3.399
H -4.315 -2.172 -2.991
H -5.541 -3.502 -3.323
H -5.547 -2.919 0.204
H -5.023 -1.738 -0.804
N 1.041 -0.147 -2.296
C 0.381 0.016 -1.097
N 0.936 -0.618 0.014
O -0.669 0.653 -1.093
H 1.978 -0.490 -2.490
H 0.661 0.288 -3.153
H 1.930 -0.811 -0.199
H 0.706 -0.196 0.908
C 2.636 0.653 -6.665
C 3.360 -0.439 -6.017
O 4.182 0.017 -4.989
H 2.092 1.363 -5.992
H 1.970 0.185 -7.402
H 3.219 1.296 -7.415
H 3.881 -1.186 -6.611
H 2.658 -1.063 -5.478
H 5.002 0.418 -5.345
C -5.474 1.186 -1.789
C -4.159 1.250 -1.078
O -3.298 0.130 -1.488
H -5.911 0.232 -1.510
H -5.469 1.254 -2.858
H -6.072 1.960 -1.458
H -4.385 1.114 -0.039
H -3.564 2.262 -1.159
H -2.340 0.384 -1.324
*
```

The following is a quantum chemistry calculation of C29H87CsO15 as an isolated structure at a distorted geometry, from OMol25.

Output
Gap between HOMO and LUMO   8.304 eV
LUMO   -0.557 eV

```
! wB97M-V def2-TZVPD RIJCOSX def2/J DEFGRID3
* xyz 0 1
Cs 1.438 1.272 12.734
C 2.295 -0.971 8.589
O 1.973 -0.221 9.763
H 1.502 -0.951 7.842
H 3.183 -0.591 8.085
H 2.544 -2.015 8.779
C 7.218 -3.598 8.611
C 7.583 -5.055 8.296
O 7.425 -5.207 6.883
H 7.948 -2.889 8.220
H 7.037 -3.431 9.672
H 6.211 -3.359 8.267
H 7.024 -5.793 8.872
H 8.615 -5.290 8.556
H 6.507 -5.213 6.603
C 0.003 4.083 7.830
C 0.594 2.772 8.095
O -0.008 2.167 9.210
H -1.084 4.047 7.761
H 0.339 4.499 6.880
H 0.212 4.850 8.576
H 1.668 2.876 8.245
H 0.405 2.129 7.235
H 0.571 1.413 9.344
C 4.573 -2.609 11.757
C 3.079 -2.866 11.988
O 2.452 -1.613 12.171
H 5.084 -2.138 12.596
H 4.639 -2.019 10.842
H 5.082 -3.551 11.552
H 2.908 -3.501 12.857
H 2.614 -3.302 11.104
H 2.349 -1.220 11.301
C 2.760 -5.210 8.556
C 4.116 -5.618 9.060
O 3.909 -6.565 10.107
H 2.308 -5.901 7.845
H 2.936 -4.315 7.959
H 2.064 -5.030 9.375
H 4.700 -4.769 9.414
H 4.748 -6.040 8.279
H 4.597 -6.493 10.772
C -1.242 -2.248 9.399
C -1.541 -1.040 10.239
O -0.533 -0.865 11.221
H -0.497 -2.026 8.635
H -2.150 -2.654 8.952
H -0.962 -3.068 10.059
H -2.539 -1.108 10.672
H -1.502 -0.168 9.587
H 0.260 -0.871 10.681
C -0.254 -3.155 5.413
C -0.140 -4.641 5.046
O 0.571 -4.811 3.881
H -0.711 -2.974 6.385
H -0.717 -2.598 4.598
H 0.750 -2.729 5.428
H -1.076 -5.191 4.951
H 0.339 -5.176 5.866
H 0.039 -4.684 3.092
C 6.155 2.752 10.131
C 4.968 1.809 10.321
O 3.832 1.988 9.456
H 6.728 2.718 9.204
H 6.880 2.660 10.939
H 5.818 3.789 10.120
H 4.595 1.779 11.345
H 5.263 0.772 10.166
H 3.326 1.175 9.512
C 5.313 0.611 6.234
C 5.613 2.114 6.340
O 4.431 2.816 6.821
H 5.211 0.175 7.228
H 6.079 0.040 5.709
H 4.355 0.492 5.729
H 5.980 2.478 5.380
H 6.443 2.301 7.021
H 4.215 2.423 7.670
C 1.115 0.476 4.909
C 1.465 1.788 4.180
O 1.170 1.678 2.840
H 1.313 0.527 5.980
H 1.747 -0.310 4.496
H 0.130 0.069 4.678
H 2.532 1.964 4.319
H 0.947 2.618 4.660
H 1.456 2.460 2.362
C -1.435 -6.066 7.928
C -1.253 -6.319 9.449
O -1.096 -7.653 9.674
H -2.313 -6.563 7.516
H -0.580 -6.496 7.405
H -1.452 -5.020 7.625
H -2.180 -5.968 9.901
H -0.465 -5.765 9.958
H -0.148 -7.765 9.770
C 0.347 -3.353 14.324
C -0.198 -4.040 13.119
O -1.242 -3.307 12.540
H 1.095 -3.947 14.849
H -0.457 -3.256 15.053
H 0.733 -2.376 14.033
H -0.530 -5.003 13.506
H 0.561 -4.270 12.370
H -0.931 -2.503 12.118
C -3.193 0.971 7.505
C -3.490 1.559 6.143
O -4.879 1.380 5.927
H -3.484 1.527 8.396
H -2.105 0.961 7.582
H -3.470 -0.051 7.761
H -2.871 1.031 5.417
H -3.300 2.632 6.130
H -5.009 0.432 5.853
C 3.551 -2.788 5.037
C 4.882 -3.599 4.968
O 4.761 -4.731 5.768
H 2.859 -3.396 4.454
H 3.516 -1.767 4.657
H 3.197 -2.697 6.064
H 5.707 -3.056 5.428
H 5.174 -3.899 3.962
H 4.133 -5.285 5.300
C -2.985 2.334 11.884
C -2.743 3.523 10.848
O -1.382 3.767 10.853
H -2.312 1.542 11.558
H -3.989 1.910 11.900
H -2.794 2.542 12.937
H -3.271 4.394 11.236
H -3.065 3.327 9.825
H -1.004 3.139 10.232
*
```

The following is a quantum chemistry calculation of a 12-piece molecular cluster, C29H88N16O12 overall at a distorted geometry, from OMol25.

Output
Gap between HOMO and LUMO   9.458 eV
LUMO   0.445 eV

```
! wB97M-V def2-TZVPD RIJCOSX def2/J DEFGRID3
* xyz 0 1
C 3.755 -4.759 -4.005
O 3.902 -3.335 -4.012
C 5.077 -2.804 -3.324
C 4.593 -1.584 -2.623
C 5.717 -0.851 -1.841
N 3.496 -1.761 -1.677
H 4.645 -5.244 -4.376
H 2.933 -4.942 -4.717
H 3.448 -5.092 -2.996
H 5.410 -3.526 -2.537
H 5.910 -2.589 -4.059
H 4.103 -1.016 -3.419
H 5.949 -1.389 -0.924
H 5.550 0.206 -1.659
H 6.628 -0.885 -2.376
H 3.886 -2.188 -0.846
H 2.952 -2.547 -1.984
C 1.589 4.168 -0.263
O 2.825 3.578 0.167
C 3.091 3.858 1.510
C 4.467 3.288 1.861
C 4.490 1.855 1.347
N 4.584 3.386 3.307
H 1.450 3.815 -1.272
H 1.650 5.219 -0.159
H 0.753 3.888 0.389
H 3.055 4.952 1.685
H 2.329 3.383 2.133
H 5.291 3.768 1.317
H 4.482 1.713 0.271
H 3.650 1.260 1.685
H 5.379 1.328 1.725
H 4.013 2.601 3.666
H 5.548 3.207 3.535
C -6.742 -2.923 -2.574
O -5.794 -2.227 -1.826
C -4.571 -2.161 -2.451
C -3.765 -1.061 -1.759
C -4.393 0.303 -2.124
N -2.437 -1.170 -2.362
H -7.618 -2.933 -1.943
H -6.421 -3.959 -2.776
H -6.949 -2.421 -3.554
H -4.043 -3.150 -2.466
H -4.701 -1.788 -3.480
H -3.870 -1.181 -0.693
H -5.475 0.210 -1.950
H -4.164 0.541 -3.186
H -4.066 1.090 -1.487
H -2.006 -0.263 -2.097
H -1.897 -1.973 -1.980
C -1.399 3.247 -2.341
O -0.589 4.193 -3.035
C -1.147 5.487 -3.094
C -1.392 6.054 -4.507
C -2.557 5.375 -5.254
N -0.209 6.032 -5.352
H -2.446 3.208 -2.777
H -1.484 3.576 -1.300
H -0.879 2.279 -2.432
H -2.142 5.478 -2.611
H -0.535 6.187 -2.513
H -1.676 7.090 -4.383
H -2.384 4.314 -5.498
H -2.807 6.000 -6.125
H -3.464 5.343 -4.693
H 0.573 6.509 -4.956
H 0.198 5.094 -5.391
C -3.832 2.255 5.245
O -3.942 0.890 5.331
C -4.180 0.190 4.057
C -3.622 -1.215 4.233
C -3.890 -1.966 2.967
N -4.321 -1.851 5.365
H -3.579 2.700 6.239
H -4.820 2.745 5.005
H -3.120 2.598 4.510
H -5.253 0.025 3.920
H -3.658 0.670 3.207
H -2.499 -1.121 4.329
H -4.953 -1.795 2.686
H -3.795 -3.042 3.032
H -3.251 -1.606 2.129
H -3.922 -1.540 6.235
H -4.120 -2.850 5.305
C 1.996 -3.995 2.555
O 0.743 -3.255 2.688
C 0.062 -3.181 1.456
C -0.359 -4.543 0.803
C -1.124 -4.210 -0.467
N -1.196 -5.448 1.615
H 2.567 -3.887 3.476
H 2.630 -3.508 1.794
H 1.880 -5.054 2.371
H -0.838 -2.597 1.629
H 0.705 -2.693 0.676
H 0.570 -5.071 0.593
H -1.487 -5.125 -0.889
H -0.564 -3.696 -1.272
H -1.948 -3.576 -0.180
H -1.134 -5.263 2.609
H -2.187 -5.353 1.421
N 0.594 3.079 3.948
C 0.787 1.789 4.174
N -0.040 0.885 3.692
O 1.871 1.451 4.724
H -0.224 3.443 3.478
H 1.423 3.490 4.307
H -0.784 1.243 3.127
H 0.295 -0.084 3.633
N -4.533 3.679 1.333
C -3.312 3.046 1.536
N -3.144 1.793 1.077
O -2.428 3.609 2.209
H -5.257 2.956 1.347
H -4.602 4.397 2.056
H -3.590 1.425 0.236
H -2.178 1.503 1.182
N 1.233 1.162 0.256
C 0.331 0.280 -0.248
N 0.779 -0.517 -1.231
O -0.849 0.364 0.138
H 0.925 1.723 1.000
H 1.988 1.596 -0.252
H 0.089 -1.059 -1.753
H 1.770 -0.774 -1.409
N 5.729 -2.378 3.033
C 4.922 -2.210 1.925
N 3.833 -1.493 2.014
O 5.283 -2.773 0.875
H 6.285 -3.208 2.959
H 5.394 -1.992 3.891
H 3.510 -1.079 2.866
H 3.333 -1.429 1.155
N 1.370 -2.837 -5.293
C 0.421 -2.478 -4.331
N -0.602 -1.582 -4.622
O 0.520 -2.969 -3.235
H 1.586 -2.241 -6.114
H 2.263 -3.007 -4.812
H -0.728 -1.087 -5.472
H -1.440 -1.660 -4.092
O 3.799 -0.756 5.018
H 3.226 -1.329 5.532
H 3.241 0.035 4.908
*
```

The following is a quantum chemistry calculation of C2Ag2O6 as an isolated structure at a distorted geometry, from OMol25.

Output
Gap between HOMO and LUMO   1.703 eV
LUMO   1.549 eV

```
! wB97M-V def2-TZVPD RIJCOSX def2/J DEFGRID3
* xyz -2 1
Ag -11.342 -12.930 12.219
Ag -12.018 -16.280 8.640
C -16.196 -15.229 7.585
O -16.049 -16.444 7.585
O -15.614 -14.621 8.497
O -17.000 -14.711 6.849
C -11.989 -22.635 8.811
O -11.694 -21.486 8.442
O -13.055 -23.101 8.524
O -11.439 -23.438 9.501
*
```

The following is a quantum chemistry calculation of C2AuO4 as an isolated structure at a distorted geometry, from OMol25.

Output
Gap between HOMO and LUMO (spin up / spin down)   9.389 / 6.655 eV
LUMO (spin up / spin down)   -4.667 / -9.838 eV
⟨S²⟩   2.025

```
! wB97M-V def2-TZVPD RIJCOSX def2/J DEFGRID3
* xyz 1 3
O -1.478 0.463 -0.028
C -2.509 -0.078 0.080
O -3.534 -0.589 0.114
Au 0.354 0.559 -0.157
O 2.107 1.007 -0.009
C 2.039 -0.321 -0.101
O 3.021 -1.041 0.101
*
```

The following is a quantum chemistry calculation of C2BiF6NO3S2 as an isolated structure at a distorted geometry, from OMol25.

Output
Gap between HOMO and LUMO (spin up / spin down)   7.661 / 7.480 eV
LUMO (spin up / spin down)   -7.629 / -7.875 eV
⟨S²⟩   0.776

```
! wB97M-V def2-TZVPD RIJCOSX def2/J DEFGRID3
* xyz 1 2
O 1.895 3.463 -0.302
Bi 0.695 2.119 0.403
N -0.125 -1.113 -0.290
S 1.134 -0.205 -0.971
C 2.560 -0.884 -0.030
F 2.763 -2.159 -0.334
F 2.398 -0.802 1.284
F 3.633 -0.183 -0.382
S -1.175 -0.412 0.645
O -0.815 0.995 1.054
O -1.655 -1.263 1.722
C -2.678 -0.120 -0.421
F -2.366 0.687 -1.420
F -3.098 -1.276 -0.904
F -3.636 0.428 0.304
*
```

The following is a quantum chemistry calculation of C2Br2FN as an isolated structure at a distorted geometry, from OMol25.

Output
Gap between HOMO and LUMO (spin up / spin down)   7.014 / 7.012 eV
LUMO (spin up / spin down)   -2.611 / -2.612 eV

```
! wB97M-V def2-TZVPD RIJCOSX def2/J DEFGRID3
* xyz 0 1
C -2.530 0.179 -0.872
C 0.713 -0.085 0.326
N -1.448 -0.014 -0.494
F 0.392 -0.021 1.601
Br 1.254 1.562 -0.392
Br 1.619 -1.621 -0.169
*
```

The following is a quantum chemistry calculation of a 3-piece molecular cluster, C2Br2NO4 overall at a distorted geometry, from OMol25.

Output
Gap between HOMO and LUMO (spin up / spin down)   7.609 / 5.816 eV
LUMO (spin up / spin down)   3.028 / 0.932 eV
⟨S²⟩   2.018

```
! wB97M-V def2-TZVPD RIJCOSX def2/J DEFGRID3
* xyz -1 3
C -2.311 0.554 -0.551
C 1.150 0.135 -0.210
N 0.495 -0.838 0.455
O -1.628 0.943 -1.379
O -0.758 -0.520 0.680
O -3.064 0.332 0.321
O 1.020 -1.922 0.790
Br 4.088 -0.516 -0.555
Br 1.008 1.832 0.448
*
```

For each record above, in turn, the calculated ΔE to the lowest compared entry with this formula, charge and spin values are 40.1; 0.0; 0.0; 113.9; 0.0; 0.0; 77.5; 0.3 kcal/mol.